(1)
ORCA calculation (wB97M-V/def2-TZVPD) on a 6-piece molecular cluster, C29H47BF19IN3O12P overall.

F_max ... 1.0 eV Å⁻¹
Kohn-Sham gap ... 0.3208 Eh
SMILES string ... CC[C@@H](I)P(CB(O)O)(CC(N)(N)N)([C@@H](C)F)C(F)(F)F.CCOC(=O)C(F)(F)F.CCOC(=O)C(F)(F)F.CCOC(=O)C(F)(F)F.CCOC(=O)C(F)(F)F.CCOC(=O)C(F)(F)F

```
113
Properties=species:S:1:pos:R:3:mulliken_charge:R:1
H 0.980 0.894 2.351 1.052
H 1.083 -0.949 0.799 0.346
C -0.874 -4.974 -5.220 0.285
H 5.727 3.148 -2.508 0.323
H 2.102 2.757 3.207 0.379
H 6.197 -2.781 -4.023 0.374
H 0.053 -3.636 0.685 0.237
H -2.543 -4.224 -0.965 -0.050
F -3.627 0.040 0.100 -0.256
C -3.722 2.550 6.871 0.843
H -2.396 4.327 2.378 0.256
H 1.307 4.350 3.366 0.356
H -5.035 1.416 1.612 0.276
H -3.604 0.662 2.744 1.140
H -4.040 -4.945 -1.568 0.367
H 4.710 -4.184 -2.567 0.061
C -3.294 2.553 1.754 0.882
O -1.985 4.154 6.388 -0.468
C -1.451 -3.778 -5.942 -1.163
H 6.412 -4.353 -2.115 0.402
H -2.913 2.269 -0.262 0.198
H -2.620 3.790 0.277 0.308
H -0.622 -5.772 -5.914 0.370
C 5.088 7.626 -5.564 0.911
I 0.108 1.062 4.880 0.065
F 1.643 -2.932 -1.822 -0.071
F 4.242 8.581 -5.204 -0.238
H 7.263 4.129 -4.206 0.342
H -3.281 -6.089 0.528 0.326
F -3.381 1.661 7.813 -0.286
C 0.022 1.284 2.722 -2.186
H -5.002 2.745 0.630 0.273
F 6.192 8.198 -6.059 -0.255
N -4.735 2.373 1.530 -0.783
H 1.851 3.773 1.800 0.335
H -2.500 -5.330 -2.339 -0.460
O -3.482 -7.475 -0.930 -0.337
H 0.172 1.397 0.325 0.839
H 4.601 4.492 -2.734 0.336
H 1.240 -0.281 -0.819 -0.157
C 1.696 -3.793 -2.833 1.043
O -3.400 4.515 8.113 -0.340
C 1.397 3.456 2.747 -1.520
F 4.012 1.217 -3.367 -0.250
B -0.972 -2.737 2.127 0.936
C 0.520 -0.650 -0.086 -0.729
H -0.008 -1.489 -0.531 -0.149
F 2.191 -4.950 -2.371 -0.299
H -2.709 7.813 7.884 0.368
H -1.644 5.589 8.381 0.316
O 4.838 -1.550 -3.186 -0.249
F -3.460 2.031 5.682 -0.172
F 2.978 0.841 -1.498 -0.272
C -2.721 5.745 8.446 -0.223
H -1.760 -6.523 -0.254 0.356
F -2.351 -1.699 -0.057 -0.152
C -2.982 -5.131 -1.383 0.258
C 3.490 0.266 -2.582 0.914
H -2.409 1.655 3.494 -0.038
H -2.905 6.702 6.522 0.296
F -1.248 0.687 -0.896 -0.466
H -0.729 -3.378 -6.654 0.319
C 0.283 -4.032 -3.408 0.020
H -0.247 3.002 1.442 0.432
P -1.409 0.228 1.816 2.286
H -2.977 5.928 9.487 0.319
C -2.812 -6.298 -0.431 -0.331
C 4.596 -0.736 -2.178 0.337
F 2.541 -3.319 -3.750 -0.259
F -5.035 2.771 6.963 -0.278
C -3.177 6.883 7.562 -1.084
F -3.657 -1.431 1.647 -0.309
F 2.493 -0.322 -3.243 -0.233
O 0.378 -4.644 -4.574 -0.372
C -2.823 -0.767 0.824 -0.384
H -1.714 -2.987 -5.242 0.262
O -0.710 -3.721 -2.819 -0.390
H 6.965 5.303 -2.925 0.330
H -0.696 3.247 3.170 -0.083
O 0.190 -3.216 1.540 -0.594
C -0.435 0.497 0.225 0.287
H 0.130 -1.137 3.003 0.391
O 5.253 7.090 -3.219 -0.510
C 5.941 -2.473 -3.012 -0.335
F -3.173 -9.942 -3.363 -0.240
O -2.081 -3.556 2.240 -0.739
C 5.356 3.879 -3.225 -0.935
N -2.554 2.807 0.517 -0.516
C -0.930 -1.284 2.776 -1.214
C 5.571 -3.661 -2.154 -0.881
C -3.656 -9.407 -2.249 0.878
C -2.915 3.853 7.073 0.332
N -3.179 3.733 2.614 -0.521
H 5.331 -3.352 -1.138 0.313
C -2.742 1.299 2.516 -1.661
O 5.131 -0.701 -1.110 -0.529
H 4.885 3.359 -4.055 0.313
H -4.259 6.998 7.617 0.309
C -2.828 -8.165 -1.848 0.350
F -3.592 -10.320 -1.274 -0.255
H -4.054 4.236 2.599 0.274
F -4.937 -9.093 -2.448 -0.248
H -2.330 -3.910 1.378 0.199
C 5.462 6.751 -4.345 0.336
O -1.750 -7.929 -2.309 -0.517
O 6.055 5.645 -4.761 -0.315
F 4.525 6.898 -6.530 -0.247
H -1.565 -5.371 -4.477 -0.194
H -1.508 -1.307 3.706 0.260
H -2.349 -4.073 -6.484 0.415
H 6.787 -1.928 -2.593 0.334
C 0.018 2.797 2.479 0.458
C 6.497 4.735 -3.728 -0.379
```

---

(2)
ORCA calculation (wB97M-V/def2-TZVPD) on C29H47BN4O4P2Pt as an isolated structure at a distorted geometry.

F_max ... 2.2 eV Å⁻¹
Kohn-Sham gap ... 0.2560 Eh

```
88
Properties=species:S:1:pos:R:3:mulliken_charge:R:1
H -3.397 0.693 2.226 0.154
H 1.882 2.934 4.006 0.446
H 3.783 3.736 -2.709 0.523
C 4.033 0.429 0.378 1.673
H 1.513 -4.618 -2.389 0.404
H -1.071 -3.651 1.135 0.499
C -1.063 -1.372 2.269 -2.359
H -1.362 -0.585 2.957 0.267
H -5.177 -2.034 -2.013 0.555
C 0.832 2.685 4.017 -0.800
C 0.932 -4.192 -4.209 0.459
P -2.593 -0.453 0.189 0.199
C 4.603 -0.449 -0.734 -1.779
H -0.469 -2.057 -5.600 0.587
H -5.595 0.576 0.670 0.316
H -3.470 0.364 -2.354 0.203
C -1.905 2.005 4.098 -0.509
H 2.120 3.394 0.783 0.193
H 2.866 -1.188 1.210 0.176
C 0.477 -2.215 -2.475 0.093
H -3.782 -1.341 2.877 0.327
H -3.031 -2.916 3.095 0.478
C 0.417 -2.875 -3.727 0.101
H -4.506 -2.781 -0.567 0.251
N -1.594 1.590 1.649 0.202
C -2.867 1.018 1.325 -1.163
H -4.214 -2.681 1.810 0.352
H 3.701 0.784 -3.103 0.291
H -3.433 -2.177 -1.826 0.288
N -0.091 -1.019 -2.573 0.095
C 1.342 3.004 -1.977 -1.658
H 5.974 0.871 1.157 0.519
C 2.701 1.189 -2.978 -1.852
C -5.541 -0.434 0.274 -1.712
C 1.967 2.366 1.138 -1.128
C -0.224 -1.975 -4.561 -0.561
H 1.353 3.525 -2.934 0.664
H -2.652 -3.728 0.363 0.398
H -0.241 -1.013 1.642 0.449
H 4.474 -1.014 1.928 0.578
C 5.090 1.426 0.846 -1.723
H 3.819 -1.065 -1.170 0.236
H 4.749 2.014 1.693 0.279
H 2.022 0.357 -2.800 0.279
H -5.236 0.391 -2.296 0.549
H 2.638 2.190 1.982 0.226
C -4.362 -1.986 -1.293 -1.869
H -4.306 1.462 -1.252 0.324
H 1.242 3.739 -1.184 0.274
C -1.210 1.989 2.901 0.576
H -2.954 1.749 4.143 0.433
C 1.079 -2.636 -1.148 0.453
C -3.395 -2.211 2.349 -1.878
H 3.834 3.758 -0.945 0.326
C 0.133 2.665 5.212 -0.767
H 4.751 2.547 -1.853 0.363
H 0.461 2.347 -1.934 0.085
C -1.815 -3.073 0.595 -1.794
N 0.609 2.173 1.567 0.136
C 3.614 -0.470 1.544 -1.719
C -4.318 -0.618 -0.618 1.652
H 3.190 0.108 2.363 0.314
H -0.949 -0.030 -4.136 0.201
H -6.437 -0.600 -0.326 0.532
B -0.457 1.636 0.775 0.109
C -1.215 2.334 5.252 -0.849
P 2.368 1.133 -0.237 0.485
H -5.562 -1.131 1.104 0.267
C 0.164 2.338 2.855 0.680
H 0.649 2.899 6.133 0.389
O 1.545 -3.779 -1.053 -0.937
H 5.065 0.147 -1.518 0.248
N -0.515 -0.889 -3.830 -0.440
H 5.360 -1.117 -0.330 0.554
H 5.389 2.107 0.057 0.280
Pt -0.130 0.236 -0.666 2.589
O 1.456 -5.010 -3.328 -0.578
C 3.823 3.109 -1.818 -2.049
O 1.057 -1.766 -0.251 -0.708
C 2.617 2.179 -1.811 1.997
H 2.412 1.674 -3.909 0.485
C -4.331 0.469 -1.696 -1.693
H -1.730 2.321 6.201 0.396
H -0.679 -2.203 2.858 0.724
O 0.854 -4.455 -5.386 -0.636
H -3.492 1.756 0.804 0.378
H -1.350 -2.755 -0.336 0.150
C -2.243 -1.852 1.418 2.454
```

---

(3)
ORCA calculation (wB97M-V/def2-TZVPD) on C29H47F15GaO12 as an isolated structure.

F_max ... 0.8 eV Å⁻¹
Kohn-Sham gap ... 0.2411 Eh
Charge ... -1

```
104
Properties=species:S:1:pos:R:3:mulliken_charge:R:1
H 1.827 1.294 1.448 0.430
H -1.868 6.700 -1.427 0.105
C -0.407 5.936 0.021 -0.608
C 4.054 0.127 -0.890 -0.956
C -4.102 0.698 4.529 -0.192
C -6.950 5.686 -4.267 -1.094
C 2.437 -4.080 -1.126 -0.753
H 5.999 -2.664 2.735 0.189
C -4.013 6.344 -4.952 0.281
O -0.061 3.534 0.047 -0.542
H -3.148 0.212 2.676 0.323
H -4.744 -6.677 2.869 0.373
F -3.569 -4.512 -2.827 -0.260
C 7.132 -2.497 0.505 0.354
O -5.003 -0.446 4.481 -0.303
H 1.269 -2.585 -0.089 0.142
C 2.683 -0.410 -3.638 -0.674
C 2.796 -0.013 0.002 1.037
F -2.509 4.915 -3.809 -0.233
C 2.153 -3.827 1.895 0.322
O 7.735 -2.267 1.662 -0.348
H 7.443 -2.241 3.660 0.327
H -6.718 5.312 -5.263 0.312
C 0.102 7.446 -2.006 -1.107
O 3.008 -1.331 -2.612 -0.213
F 7.451 -2.186 -1.811 -0.242
H 4.960 -0.700 -2.707 0.374
F -3.280 -2.725 -1.658 -0.249
H -2.283 -0.370 4.106 0.310
H -1.202 5.617 0.707 0.284
C -4.711 -1.461 5.264 0.333
H 2.450 -5.164 -1.250 0.394
H 7.022 -4.878 2.154 0.299
F 2.188 -5.961 2.960 -0.269
O 6.131 -3.117 0.331 -0.484
C -4.167 -6.362 2.000 -1.161
F 1.030 -4.399 3.895 -0.256
F -1.883 -4.386 -1.514 -0.259
H -3.848 0.913 5.566 0.312
F -6.900 -2.213 5.723 -0.274
O -5.113 -5.162 -0.746 -0.523
H -4.485 -6.951 1.139 0.330
O -3.541 -4.419 0.669 -0.299
F 7.569 -0.445 -0.552 -0.251
H -3.113 -6.570 2.184 0.304
C -0.937 7.022 -0.937 -0.210
C -4.062 -4.641 -0.525 0.303
O -3.798 -1.570 6.030 -0.521
H 1.073 7.610 -1.515 0.407
F -6.091 -2.771 3.808 -0.246
C 1.275 -3.663 -0.252 0.346
H -6.291 7.227 -2.908 0.314
H 2.036 -0.624 -0.507 -0.263
F -1.965 5.536 -5.798 -0.269
O 2.817 -2.854 1.742 -0.461
Ga 0.594 1.919 -0.725 0.331
H 2.349 -3.607 -2.103 0.376
F -5.359 -3.714 5.602 -0.255
F 3.182 -4.337 3.962 -0.239
H 4.945 0.054 -0.241 0.269
C -6.050 6.844 -3.898 -0.260
O -4.436 6.589 -6.042 -0.540
H -0.399 4.604 -1.706 0.017
C 0.122 4.684 -0.727 -0.101
H -1.167 7.931 -0.352 0.319
H 4.100 1.123 -1.361 0.440
H 0.326 -3.943 -0.704 0.063
H 4.592 -1.913 -1.479 -0.270
H 1.201 4.836 -0.944 0.214
H 3.365 -0.531 -4.499 0.271
H 0.253 6.671 -2.766 0.200
F -1.882 6.948 -4.170 -0.235
O 1.318 -4.355 1.019 -0.367
H 0.939 2.126 -2.285 -0.321
H -0.231 8.372 -2.499 0.346
C -5.776 -2.560 5.092 0.951
H -6.823 4.866 -3.559 0.306
H -6.134 7.664 -4.612 0.322
H -5.420 -4.649 1.540 0.330
F 9.180 -1.868 -0.557 -0.273
H 8.487 -4.437 3.037 0.325
C -4.378 -4.885 1.756 -0.045
C -3.175 -4.053 -1.649 0.911
H 3.387 -3.775 -0.685 -0.123
C 7.853 -1.744 -0.630 0.931
H 0.416 6.389 0.597 0.263
C 2.141 -4.647 3.199 0.829
H 1.654 -0.623 -3.953 0.243
C 7.074 -2.827 2.820 -0.062
C 2.197 1.362 0.410 -1.399
C 7.407 -4.292 2.988 -1.151
H -7.993 6.005 -4.251 0.371
H 2.741 0.628 -3.278 0.223
C 4.212 -0.989 -1.941 -0.099
C -2.559 5.915 -4.676 0.969
H 2.973 2.147 0.429 0.451
H 3.109 -0.543 0.920 -0.075
C -2.878 0.455 3.695 -1.137
H -2.280 1.357 3.683 0.400
H -4.074 -4.306 2.625 0.202
O -4.675 6.425 -3.807 -0.259
H -0.583 0.841 -0.540 -0.342
H -4.686 1.530 4.138 0.308
H 6.960 -4.669 3.909 0.387
```

---

Summary of LUMO level in eV
0.44, -0.41, 2.15
(order as listed above)